No. 1
Density functional theory data (ωB97M-V/def2-TZVPD) for a 2-piece molecular cluster, C4H10F2NO4 overall.

```
21
Properties=species:S:1:pos:R:3
C -2.80076 -0.53174 0.13624
C 2.72384 0.01937 -0.49966
C -2.48494 0.91849 -0.45008
C 1.99025 0.89214 0.54897
N -0.12814 0.91349 -0.40770
O -2.30593 -1.49579 -0.68173
O 1.99270 -1.09131 -0.88250
O -1.28128 1.40958 0.03669
O 0.90392 1.63294 -0.00701
F 0.17728 -1.48381 0.28014
F -0.14776 0.81278 -1.81265
H -3.89367 -0.61043 0.12776
H -2.41089 -0.56151 1.15979
H 3.69696 -0.24599 -0.07076
H 2.85556 0.62948 -1.40327
H -3.23248 1.62070 -0.07803
H -2.50597 0.84294 -1.54170
H 2.65670 1.66972 0.92152
H 1.62755 0.26488 1.37005
H -1.39533 -1.77787 -0.44692
H 2.16296 -1.87419 -0.33493
```

Properties
charge: +1
relative energy (zero: lowest compared OMol25 entry of this formula, charge and spin): 53.30 kcal/mol
HOMO energy (alpha / beta): -14.26 / -14.57 eV
E_LUMO (alpha / beta): -0.290 / -0.288 hartree

***

No. 2
Density functional theory data (ωB97M-V/def2-TZVPD) for C4H10F2O2Zn as an isolated structure.

```
19
Properties=species:S:1:pos:R:3
Zn -18.43587 19.32691 6.29671
C -21.94358 16.49097 8.01415
C -22.02635 16.38366 6.45789
O -21.04373 17.15100 5.82286
H -21.76246 17.51176 8.35070
H -21.13141 15.88237 8.41175
H -22.68555 15.94776 8.59940
H -23.03673 16.55451 6.08635
H -21.73538 15.37133 6.17752
C -16.64898 19.67275 12.33390
C -17.38145 19.10558 11.10706
O -17.17658 19.72467 9.84857
H -17.18353 20.55646 12.68234
H -15.60352 19.90223 12.12790
H -16.56799 18.89151 13.08969
H -18.39431 19.22238 11.49252
H -17.44828 18.01876 11.05749
F -16.45022 19.52332 4.04967
F -19.19699 22.27232 5.51142
```

Properties
charge: -2
relative energy (zero: lowest compared OMol25 entry of this formula, charge and spin): 194.29 kcal/mol
HOMO energy: -1.73 eV
E_LUMO: 0.081 hartree

***

No. 3
Density functional theory data (ωB97M-V/def2-TZVPD) for a 3-piece molecular cluster, C4H10FNO3S overall.

```
20
Properties=species:S:1:pos:R:3
C 0.36340 -1.33470 0.23999
C 0.36385 1.16575 0.44695
C -0.77652 0.05606 -1.43014
C -1.98097 0.59107 2.36499
N -0.34848 -0.11294 -0.02047
O -3.08248 0.43519 2.02701
O 2.34072 -1.47272 -3.10866
O 2.81038 -3.15418 -1.43211
F -1.44344 1.69083 2.84606
S 3.09873 -1.87347 -1.93240
H 1.43568 -1.29318 -0.12955
H 0.06411 -1.62581 1.30946
H -0.24905 -2.21458 -0.25647
H -0.46207 2.02638 0.35556
H 0.62243 1.11272 1.49573
H 1.33274 1.35589 -0.10045
H -0.08106 0.72300 -2.00693
H -0.94018 -0.97667 -1.97714
H -1.74977 0.64511 -1.41369
H -1.10322 -0.11371 2.21903
```

Properties
relative energy (zero: lowest compared OMol25 entry of this formula, charge and spin): 32.42 kcal/mol
HOMO energy: -8.87 eV
E_LUMO: -0.050 hartree

***

No. 4
Density functional theory data (ωB97M-V/def2-TZVPD) for a single C4H10I2Si2 molecule.

```
18
Properties=species:S:1:pos:R:3
C -0.49795 0.05210 -1.16124
C -0.22676 0.50871 1.74636
C 0.20313 -2.87806 0.05796
C 1.51745 2.34605 -0.28471
Si -0.98713 -1.41256 -0.06471
Si -0.18285 1.48365 0.14242
I -3.41341 -1.83288 -0.00798
I -1.91211 3.20324 -0.12197
H 0.25594 -0.05718 -1.90290
H -1.22847 0.19646 -1.91197
H -0.64746 0.73892 2.71100
H 0.63679 -0.07041 1.80654
H 1.16860 -2.56615 0.16642
H -0.07454 -3.63233 0.80330
H 0.21767 -3.60430 -0.86573
H 1.68329 2.23134 -1.30085
H 1.29139 3.46249 -0.14771
H 2.19645 1.83093 0.33577
```

Properties
multiplicity: 3
expectation value of S²: 2.01
HOMO energy (alpha / beta): -5.76 / -9.38 eV
E_LUMO (alpha / beta): 0.020 / -0.069 hartree

***

No. 5
Density functional theory data (ωB97M-V/def2-TZVPD) for a single C4H10I4Si2 molecule.

```
20
Properties=species:S:1:pos:R:3
C 0.83654 0.05894 -2.26475
C 0.93882 1.03141 -1.08692
C -0.08985 0.85678 -0.00984
C -0.34564 2.28019 0.64140
Si 0.19328 -0.37253 1.49848
I 2.44925 -0.95119 2.08788
Si -1.13196 -2.77448 1.22147
I 0.28241 -4.69113 0.83206
I -2.83978 -3.03548 -0.57951
I -2.46828 -3.19963 3.26163
H 1.43353 0.42974 -3.17379
H -0.23484 0.15205 -2.69128
H 1.10789 -1.02766 -1.99838
H 1.88465 0.71702 -0.68895
H 0.99783 2.00113 -1.47787
H -1.03802 0.46053 -0.52915
H 0.54006 2.60568 1.09439
H -0.62095 3.00142 -0.10783
H -1.12462 2.29061 1.31896
H -0.77034 0.16660 2.65199
```

Properties
relative energy (zero: lowest compared OMol25 entry of this formula, charge and spin): 28.03 kcal/mol
HOMO energy: -8.94 eV
E_LUMO: -0.028 hartree
SMILES string: CC[C@H](C)[Si@H](I)[Si](I)(I)I

***

No. 6
Density functional theory data (ωB97M-V/def2-TZVPD) for a 2-piece molecular cluster, C4H10IN4 overall.

```
19
Properties=species:S:1:pos:R:3
C -0.02477 -0.22498 -0.78479
C -0.60769 2.16270 -0.22619
C -2.04251 1.62762 0.11487
C 0.13622 -1.54988 -0.90592
N 0.09949 0.94185 -0.64850
N -2.21475 0.40057 0.01566
N -0.05342 2.86113 0.77489
N 2.33040 -2.73695 0.75386
I -3.96548 -0.57479 0.11575
H -0.54811 2.86591 -1.05118
H -2.78096 2.43303 0.26692
H 1.00120 -2.02444 -0.35241
H 0.20413 -1.76896 -2.06376
H -0.85279 -2.06971 -0.52994
H 0.21687 2.51613 1.65266
H 0.65323 3.42666 0.39824
H 2.63377 -3.30086 1.58916
H 2.92820 -1.85386 0.91948
H 2.88697 -3.13116 -0.03879
```

Properties
charge: +1
relative energy (zero: lowest compared OMol25 entry of this formula, charge and spin): 75.57 kcal/mol
HOMO energy: -12.88 eV
E_LUMO: -0.131 hartree

***

No. 7
Density functional theory data (ωB97M-V/def2-TZVPD) for a 2-piece molecular cluster, C4H10IP overall.

```
16
Properties=species:S:1:pos:R:3
C -1.99182 0.25065 0.43378
C -0.16653 0.93193 -1.14751
C 0.30784 -0.47008 0.86229
C -0.66296 -0.17347 -0.22007
P 2.58679 -1.40733 -0.44916
I 4.00970 0.42077 0.21192
H -1.83611 1.12662 1.06076
H -2.71860 0.50641 -0.33671
H -2.39743 -0.55352 1.04377
H -0.88754 1.11326 -1.94257
H 0.78210 0.65344 -1.59544
H -0.02979 1.85959 -0.59419
H 0.79876 0.36099 1.34220
H 0.14653 -1.34483 1.46830
H -0.84704 -1.08171 -0.80587
H 2.90610 -2.19272 0.66849
```

Properties
multiplicity: 3
relative energy (zero: lowest compared OMol25 entry of this formula, charge and spin): 0.00 kcal/mol
expectation value of S²: 2.01
HOMO energy (alpha / beta): -6.79 / -9.49 eV
E_LUMO (alpha / beta): 0.001 / -0.069 hartree

***

No. 8
Density functional theory data (ωB97M-V/def2-TZVPD) for an isolated ion of composition C4H10N and charge +1.

```
15
Properties=species:S:1:pos:R:3
C 0.86080 1.22161 0.10911
N 0.04547 -0.01855 0.00565
C 0.88955 -1.26641 0.05628
C -1.14566 0.01551 -0.77768
C -1.25863 -0.00889 0.69640
H 1.32581 1.25715 1.10125
H 1.73185 1.42911 -0.52906
H 0.22419 2.06823 -0.04317
H 1.86739 -0.96029 -0.38881
H 0.99487 -1.82895 0.98041
H 0.42723 -1.92139 -0.69708
H -1.21918 -0.88614 -1.43792
H -1.48849 1.05316 -1.18997
H -1.56508 0.89940 1.25909
H -1.69012 -1.05355 0.85551
```

Properties
charge: +1
relative energy (zero: lowest compared OMol25 entry of this formula, charge and spin): 56.91 kcal/mol
HOMO energy: -16.69 eV
E_LUMO: -0.106 hartree
SMILES string: C[N+]1(C)CC1

***

No. 9
Density functional theory data (ωB97M-V/def2-TZVPD) for an isolated ion of composition C4H10N and charge +1.

```
15
Properties=species:S:1:pos:R:3
C 0.00211 -1.14338 1.63908
C 0.51212 0.11582 0.88260
N 0.12469 -0.15351 -0.54085
C -0.96948 0.56227 -1.19881
C 0.39159 0.84550 -1.52705
H -0.58883 -1.58145 0.91169
H 0.80294 -1.81267 2.05066
H -0.45453 -0.89404 2.53246
H 1.62072 0.41126 0.87343
H 0.05244 1.01555 1.24850
H 0.21750 -1.14368 -0.83378
H -1.62427 1.27135 -0.63241
H -1.65020 0.04975 -1.88030
H 0.92394 0.67587 -2.39416
H 0.63927 1.78136 -1.13107
```

Properties
charge: +1
relative energy (zero: lowest compared OMol25 entry of this formula, charge and spin): 52.39 kcal/mol
HOMO energy: -16.67 eV
E_LUMO: -0.114 hartree
SMILES string: CC[NH+]1CC1

***

No. 10
Density functional theory data (ωB97M-V/def2-TZVPD) for a 2-piece molecular cluster, C4H10N overall.

```
15
Properties=species:S:1:pos:R:3
C 3.68184 -1.33017 2.17407
C 3.31345 -0.05165 2.16472
H 4.64146 -1.70449 1.82928
H 3.07111 -2.16260 2.50663
H 3.97614 0.68955 1.74343
H 2.35722 0.25114 2.56155
C -1.27941 0.67400 -1.85415
C -3.41721 0.28304 -0.67635
N -2.61356 0.05222 -1.64571
H -1.06922 0.69748 -2.91748
H -1.38416 1.70634 -1.50100
H -0.57138 0.12848 -1.24157
H -3.14201 0.99191 0.10753
H -4.39571 -0.19037 -0.74496
H -3.16857 -0.03488 -2.50598
```

Properties
charge: +1
relative energy (zero: lowest compared OMol25 entry of this formula, charge and spin): 66.06 kcal/mol
HOMO energy: -12.17 eV
E_LUMO: -0.220 hartree

***

No. 11
Density functional theory data (ωB97M-V/def2-TZVPD) for a 2-piece molecular cluster, C4H10N overall.

```
15
Properties=species:S:1:pos:R:3
C -1.07015 -1.89231 -0.69652
C -1.57452 -0.56255 -0.30317
C 1.36390 2.68889 0.87040
C 0.87137 -0.56535 0.29011
N -0.16354 -0.71197 -0.65173
H -0.90204 -2.63496 0.07120
H -1.29269 -2.29533 -1.67436
H -2.19049 0.00887 -0.98129
H -1.77272 -0.38060 0.74281
H 2.25378 2.37120 1.37236
H 1.41698 3.04651 -0.13807
H 0.44204 2.75059 1.41323
H 0.63372 -0.76889 1.31596
H 1.87697 -0.69218 -0.06001
H 0.10740 -0.36195 -1.57092
```

Properties
charge: +1
relative energy (zero: lowest compared OMol25 entry of this formula, charge and spin): 126.25 kcal/mol
HOMO energy (alpha / beta): -12.27 / -14.00 eV
E_LUMO (alpha / beta): -0.183 / -0.127 hartree

***

No. 12
Density functional theory data (ωB97M-V/def2-TZVPD) for an isolated ion of composition C4H10N and charge +1.

```
15
Properties=species:S:1:pos:R:3
C 2.07304 -1.05980 -0.90479
C 1.29345 -0.79517 0.12667
C -0.19310 -0.56310 -0.01369
C -0.49887 0.84068 0.47007
N -1.96884 1.18647 0.28799
H 3.14597 -1.22207 -0.89060
H 1.67675 -1.07830 -1.92351
H 1.70279 -0.84296 1.12823
H -0.68532 -1.29222 0.63354
H -0.53371 -0.75947 -1.03424
H -0.27498 0.96866 1.52416
H 0.04292 1.58902 -0.09634
H -2.20821 1.22948 -0.70704
H -2.58147 0.51477 0.75258
H -2.16167 2.10930 0.69106
```

Properties
charge: +1
relative energy (zero: lowest compared OMol25 entry of this formula, charge and spin): 21.62 kcal/mol
HOMO energy: -13.65 eV
E_LUMO: -0.143 hartree
SMILES string: C=CCC[NH3+]

***

No. 13
Density functional theory data (ωB97M-V/def2-TZVPD) for a 2-piece molecular cluster, C4H10N overall.

```
15
Properties=species:S:1:pos:R:3
C -1.22245 1.04637 1.77418
N -1.47501 1.38158 0.57521
H -1.36799 1.68262 2.64562
H -0.67371 0.13082 2.00086
H -1.05624 0.93770 -0.23044
H -2.16214 2.12887 0.43162
C 1.67814 -0.04958 -1.11465
C 1.01215 -1.15296 -0.42599
C -0.35850 -1.44762 -0.53869
H 2.64097 -0.45304 -1.46950
H 1.09032 0.25477 -1.99653
H 1.84674 0.85423 -0.50669
H 1.63358 -1.80291 0.18699
H -0.65079 -2.27902 0.10359
H -0.93508 -1.23183 -1.43560
```

Properties
charge: +2
multiplicity: 2
relative energy (zero: lowest compared OMol25 entry of this formula, charge and spin): 24.90 kcal/mol
expectation value of S²: 0.75
HOMO energy (alpha / beta): -21.24 / -22.43 eV
E_LUMO (alpha / beta): -0.359 / -0.488 hartree

***

No. 14
Density functional theory data (ωB97M-V/def2-TZVPD) for an isolated ion of composition C4H10N2 and charge -1.

```
16
Properties=species:S:1:pos:R:3
C -0.59150 0.19113 -1.51264
C -0.18870 0.97795 -0.28653
C 0.08307 0.10095 0.93779
C 1.22997 -0.78310 0.71166
N 0.00145 0.99511 2.08234
N -1.01135 -1.21491 -1.18013
H -1.48425 0.69492 -2.04575
H 0.27326 0.33456 -2.19362
H -0.92343 1.65338 0.04906
H 0.58155 1.59036 -0.55883
H 1.04782 -1.53917 -0.08724
H 1.48907 -1.32896 1.65571
H -0.86055 -0.48530 0.97770
H -0.23726 0.62531 2.95883
H 2.21071 -0.31048 0.34577
H -1.61984 -1.50174 -1.85412
```

Properties
charge: -1
multiplicity: 2
relative energy (zero: lowest compared OMol25 entry of this formula, charge and spin): 57.05 kcal/mol
expectation value of S²: 0.76
HOMO energy (alpha / beta): -1.84 / -0.88 eV
E_LUMO (alpha / beta): 0.158 / 0.117 hartree

***

No. 15
Density functional theory data (ωB97M-V/def2-TZVPD) for an isolated ion of composition C4H10N2 and charge -1.

```
16
Properties=species:S:1:pos:R:3
C 0.19999 2.43893 -1.85954
C 0.33136 1.65655 -0.54834
C -0.44202 0.39454 -0.24667
N 0.37672 -0.63983 0.34702
C -0.49390 -1.66492 0.94411
N -0.01899 -2.71733 1.61037
H 0.62976 1.91501 -2.71882
H 0.59015 3.44669 -1.76853
H -0.87278 2.52461 -2.07532
H 1.36930 1.46152 -0.25662
H 0.08870 2.45285 0.17763
H -0.98434 -0.05336 -1.07628
H -1.13483 0.63931 0.57389
H 0.81146 -0.20402 1.14883
H -1.54219 -1.41292 0.81782
H 0.91139 -2.97599 1.28344
```

Properties
charge: -1
multiplicity: 2
relative energy (zero: lowest compared OMol25 entry of this formula, charge and spin): 19.11 kcal/mol
expectation value of S²: 0.75
HOMO energy (alpha / beta): 1.13 / -3.09 eV
E_LUMO (alpha / beta): 0.144 / 0.137 hartree